(1)
Molecular formula: C3H4LiO4Yb
Method: DFT, ωB97M-V/def2-TZVPD

Energy relative to the best compared isomer or geometry (same formula, charge and spin) in eV: 3.407
Expectation value of S²: 0.75
HOMO level (alpha / beta) in eV: -17.13 / -17.05
Maximum force in hartree/bohr: 0.096
Kohn-Sham gap (alpha / beta) in eV: 8.49 / 7.43
2S+1: 2
Charge: +2

Element x y z (Å)
O1 2.21 1.39 0.25
C1 1.39 0.52 -0.15
O2 1.79 -0.46 -0.83
Yb1 4.10 0.48 -0.95
O3 0.12 0.64 0.26
C2 -0.84 -1.02 0.73
C3 -1.28 -0.10 -0.38
H1 -1.32 -1.99 0.93
H2 0.05 -1.60 0.45
H3 -1.14 -0.52 -1.39
H4 -2.09 -0.66 0.90
Li1 -0.91 2.38 0.54
O4 -2.10 0.94 -0.37


(2)
Molecular formula: C2H9O2S
Method: DFT, ωB97M-V/def2-TZVPD

Energy relative to the best compared isomer or geometry (same formula, charge and spin) in eV: 0.060
HOMO level in eV: -3.15
Maximum force in hartree/bohr: 0.010
Kohn-Sham gap in eV: 7.19
Charge: -1

Element x y z (Å)
C1 0.56 1.98 0.17
C2 -0.39 0.82 0.39
S1 0.14 -0.68 -0.49
H1 1.50 1.83 0.70
H2 0.77 2.09 -0.89
H3 0.16 2.93 0.55
H4 -0.41 0.61 1.46
H5 -1.38 1.14 0.07
H6 2.04 -2.64 0.35
H7 2.45 -1.61 -0.56
O1 2.85 -2.37 -0.10
H8 -3.25 -1.57 0.01
H9 -2.05 -1.12 -0.78
O2 -2.99 -1.40 -0.90


(3)
Molecular formula: C3H4N2O
Method: DFT, ωB97M-V/def2-TZVPD

Energy relative to the best compared isomer or geometry (same formula, charge and spin) in eV: 3.252
HOMO level (alpha / beta) in eV: -7.08 / -7.08
Maximum force in hartree/bohr: 0.034
Kohn-Sham gap (alpha / beta) in eV: 7.64 / 7.64
Charge: 0

Element x y z (Å)
N1 0.11 0.99 -0.44
C1 -0.06 1.18 0.86
O1 -0.39 0.11 1.47
C2 -0.38 -0.94 0.55
C3 0.10 -0.42 -0.67
N2 0.61 -1.05 -1.67
H1 0.47 1.69 -1.06
H2 0.14 2.10 1.39
H3 -1.13 -1.68 0.73
H4 0.52 -1.96 -1.17


Q: Among the records above, which one has the lowest energy relative to the best compared isomer or geometry (same formula, charge and spin)?
A: C2H9O2S


Q: Which of these has the lowest maximum force?
A: C2H9O2S